Here is a molecular structure, C22H20Cl2N2O5 from OMol25. Energies are from ωB97M-V/def2-TZVPD.

Calculated values
Frontier orbital gap ... 0.225 Ha
HOMO ... -7.11 eV

Element x y z (Å)
C 1.885 0.524 -0.395
C 1.300 -0.921 -0.282
C 0.878 -1.588 0.943
C 0.389 -2.720 0.503
C 0.676 -2.776 -1.000
N 1.067 -1.533 -1.328
C 1.192 -1.140 -2.739
C 0.150 -0.965 -3.317
C -0.916 -0.161 -2.894
C -1.944 -0.199 -4.067
C -1.417 -0.973 -4.774
O -0.079 -1.400 -4.458
H -1.610 -1.221 -6.133
H -2.945 0.278 -3.970
H -1.000 0.314 -2.011
H 1.937 -0.387 -2.723
H 1.688 -2.141 -3.337
C 0.044 -3.791 -1.768
H -0.372 -4.797 -1.102
H -0.682 -3.458 -2.449
H 1.072 -4.298 -2.213
C -0.373 -3.547 1.542
O -0.439 -4.862 1.246
C -0.988 -3.021 2.792
H -1.205 -4.038 3.362
H -0.060 -2.841 3.372
O -1.700 -1.973 2.230
C -1.461 -0.938 3.011
O -0.678 -0.437 3.676
C -2.450 0.229 2.208
N -1.628 1.402 2.289
C -0.941 1.878 1.031
O -1.395 1.396 -0.025
C -0.034 3.045 1.097
C 0.820 3.070 2.232
C 1.685 3.917 2.535
C 1.979 4.923 1.374
C 0.698 5.040 0.324
C 0.000 3.956 0.259
H -0.731 3.982 -0.464
H 0.853 5.733 -0.561
Cl 2.800 6.427 1.616
Cl 2.859 4.153 3.695
H 0.800 2.352 2.930
H -1.196 1.843 3.169
H -3.307 0.216 2.741
H -2.699 -0.094 1.110
H 0.955 -1.064 1.731
H 1.428 1.111 -0.896
H 2.936 0.562 -0.747
H 2.157 0.936 0.635

Here is a molecular structure, C27H19HfN5O11 from OMol25. Energies are from ωB97M-V/def2-TZVPD.

Calculated values
Frontier orbital gap ... 0.264 Ha
HOMO ... -8.45 eV

Element x y z (Å)
Hf 0.119 0.158 0.476
C 0.335 4.438 -0.307
O 1.568 4.298 -1.046
C 1.583 3.379 -2.040
C 2.222 3.699 -3.218
C 2.353 2.767 -4.260
C 1.824 1.505 -4.100
C 1.187 1.167 -2.898
C 0.593 -0.154 -2.755
N 0.065 -0.619 -1.686
N -0.526 -1.897 -1.864
C -1.124 -2.246 -0.775
O -1.183 -1.487 0.296
C -1.796 -3.579 -0.713
C -1.753 -4.470 -1.784
C -2.392 -5.699 -1.690
C -3.077 -6.047 -0.526
C -3.120 -5.160 0.542
C -2.479 -3.927 0.447
C 1.061 2.098 -1.867
O 0.473 1.779 -0.738
H 0.375 5.407 0.178
H 0.211 3.658 0.437
H -0.509 4.422 -0.999
H 2.628 4.704 -3.306
H 2.855 3.047 -5.180
H 1.895 0.759 -4.891
H 0.559 -0.804 -3.622
H -1.221 -4.185 -2.684
H -2.358 -6.390 -2.525
H -3.575 -7.010 -0.454
H -3.652 -5.425 1.452
H -2.501 -3.228 1.276
O 3.683 -2.522 -0.332
C 2.793 -1.643 0.082
O 1.606 -1.854 0.127
C 3.351 -0.347 0.548
C 4.666 -0.029 0.649
C 4.991 1.199 1.238
C 3.990 2.012 1.725
C 2.675 1.611 1.568
N 2.377 0.462 0.960
C 1.514 2.404 2.126
O 1.774 3.384 2.796
O 0.360 1.913 1.818
H 3.188 -3.314 -0.575
H 5.421 -0.720 0.294
H 6.029 1.491 1.333
H 4.176 2.949 2.235
O -4.052 -0.058 4.724
C -4.545 0.473 3.623
O -5.708 0.773 3.501
C -3.614 0.726 2.480
C -4.077 1.353 1.359
N -3.063 1.441 0.488
N -1.959 0.911 0.973
C -2.263 0.463 2.191
C -1.205 -0.272 3.007
O -1.475 -0.597 4.149
O -0.073 -0.525 2.415
H -3.084 -0.234 4.596
H -5.067 1.735 1.146
H -3.050 1.857 -0.418

Here is a molecular structure, C25H28N3O4PV from OMol25. Energies are from ωB97M-V/def2-TZVPD.

Calculated values
Frontier orbital gap (spin up / spin down) ... 0.308 / 0.332 Ha
Multiplicity ... 3
HOMO (spin up / spin down) ... -11.30 / -11.87 eV
<S²> ... 2.013
Net charge ... +1

Element x y z (Å)
V 0.916 -0.709 0.318
N 1.577 -0.004 -1.660
C 3.005 0.413 -1.530
C 3.485 0.403 -0.077
O 4.683 0.404 0.163
N 2.469 0.380 0.805
C 2.738 0.469 2.229
C 1.694 -0.370 2.954
O 1.857 -0.800 4.063
O 0.605 -0.599 2.195
H 1.013 0.764 -2.013
H 1.505 -0.739 -2.357
H 3.651 -0.236 -2.119
H 3.145 1.427 -1.905
H 3.742 0.143 2.496
H 2.639 1.502 2.581
N -0.641 -2.342 0.437
C -2.011 -2.098 0.016
C -2.896 -3.153 -0.155
C -4.194 -2.907 -0.572
C -4.614 -1.606 -0.821
C -3.731 -0.555 -0.654
C -2.425 -0.789 -0.223
P -1.193 0.527 -0.054
C -1.639 1.619 1.309
C -0.616 2.398 1.849
C -0.889 3.289 2.874
C -2.178 3.391 3.376
C -3.195 2.604 2.854
C -2.930 1.720 1.818
C -1.381 1.496 -1.580
C -1.474 0.819 -2.798
C -1.530 1.528 -3.989
C -1.489 2.916 -3.974
C -1.395 3.591 -2.766
C -1.340 2.888 -1.570
H -0.604 -2.428 1.455
H -0.315 -3.226 0.056
H -2.567 -4.167 0.039
H -4.879 -3.733 -0.706
H -5.624 -1.416 -1.156
H -4.046 0.456 -0.882
H 0.398 2.299 1.473
H -0.092 3.892 3.290
H -2.390 4.077 4.185
H -4.197 2.674 3.255
H -3.728 1.103 1.428
H -1.528 -0.264 -2.820
H -1.616 0.995 -4.927
H -1.536 3.469 -4.902
H -1.371 4.673 -2.748
H -1.277 3.427 -0.633
C 4.121 -3.409 -0.966
C 3.271 -2.785 0.085
C 3.824 -2.650 1.457
O 2.153 -2.349 -0.214
H 4.590 -4.323 -0.604
H 4.930 -2.702 -1.176
H 3.556 -3.594 -1.876
H 4.550 -1.829 1.431
H 4.368 -3.547 1.753
H 3.046 -2.426 2.183

Here is a molecular structure, C6H15CsNO2 from OMol25. Energies are from ωB97M-V/def2-TZVPD.

Calculated values
Frontier orbital gap ... 0.302 Ha
HOMO ... -11.73 eV
Net charge ... +1

Element x y z (Å)
Cs 4.044 -2.292 -0.731
C 0.601 -3.218 0.150
O 1.271 -2.404 -0.811
C 0.386 -1.674 -1.646
C 0.011 -0.304 -1.116
N -0.873 -0.429 0.059
C -1.809 0.700 0.192
C -1.139 2.048 0.470
O -0.131 1.893 1.430
C 0.629 3.074 1.588
H 0.206 -4.107 -0.344
H -0.126 -2.736 0.798
H 1.418 -3.541 0.805
H -0.499 -2.257 -1.910
H 0.859 -1.517 -2.626
H -0.467 0.323 -1.872
H 0.917 0.262 -0.852
H -0.274 -0.324 0.879
H -2.527 0.513 0.994
H -2.403 0.718 -0.725
H -1.924 2.725 0.824
H -0.741 2.444 -0.475
H 0.017 3.975 1.629
H 1.364 3.161 0.780
H 1.193 2.967 2.513

Here is 2 unconnected molecules or ions with the total composition C4H11NO from OMol25. Energies are from ωB97M-V/def2-TZVPD.

Calculated values
Frontier orbital gap (spin up / spin down) ... 0.408 / 0.285 Ha
Multiplicity ... 2
HOMO (spin up / spin down) ... -14.96 / -14.97 eV
<S²> ... 0.760
Net charge ... +1

Element x y z (Å)
C -0.030 0.354 -1.650
C 0.710 -0.585 -0.665
C 0.771 -0.134 0.758
C 0.684 -1.036 1.830
N 1.107 1.119 0.972
H -0.515 1.182 -1.138
H 0.623 0.704 -2.435
H -0.834 -0.217 -2.095
H 0.175 -1.537 -0.708
H 1.728 -0.834 -0.960
H 0.667 -2.107 1.658
H 0.622 -0.732 2.876
H 1.250 1.671 0.133
H 1.267 1.570 1.865
H -3.040 0.640 -0.709
H -2.294 0.125 0.485
O -2.891 -0.181 -0.218

Here is 2 unconnected molecules or ions with the total composition C4H9NO2 from OMol25. Energies are from ωB97M-V/def2-TZVPD.

Calculated values
Frontier orbital gap ... 0.370 Ha
HOMO ... -9.54 eV

Element x y z (Å)
C -0.594 -2.629 0.152
O -0.201 -1.604 -0.775
C -1.138 -0.599 -0.808
N -2.113 0.039 -0.753
H -0.600 -2.190 1.155
H -1.543 -3.080 -0.147
H 0.159 -3.420 0.127
C -0.084 2.183 0.398
C 0.820 1.108 -0.181
O 2.088 1.203 0.449
H -0.750 1.765 1.159
H 0.464 2.995 0.883
H -0.723 2.624 -0.373
H 0.989 1.352 -1.243
H 0.762 -0.052 -0.434
H 2.464 0.305 0.391

Here is a molecular structure, C19H19NO6 from OMol25. Energies are from ωB97M-V/def2-TZVPD.

Calculated values
Frontier orbital gap ... 0.286 Ha
HOMO ... -8.01 eV

Element x y z (Å)
C -5.288 -1.977 2.233
H -5.042 -2.305 3.176
O -4.159 -0.952 1.866
C -4.187 -0.513 0.628
C -5.094 -0.918 -0.546
C -4.985 -0.204 -1.565
C -3.977 0.638 -1.639
C -3.037 1.072 -0.875
C -3.250 0.448 0.374
H -2.475 0.518 1.282
C -1.983 2.220 -1.003
O -1.624 2.333 -2.242
C -1.404 2.685 0.041
C 0.090 2.876 0.304
O 0.800 3.693 0.377
C 0.525 1.336 0.169
O -0.135 0.290 -0.152
N 1.895 1.264 0.238
C 2.900 0.341 -0.056
C 2.311 -0.986 -0.214
C 3.197 -2.086 -0.563
C 4.482 -1.747 -0.110
C 5.049 -0.467 0.129
C 4.102 0.524 0.388
O 4.501 1.931 0.304
C 5.946 2.087 0.729
H 6.458 1.692 -0.168
H 6.323 1.656 1.541
H 5.814 3.090 1.087
H 6.146 -0.472 0.295
H 5.303 -2.550 -0.426
O 2.867 -3.379 -0.929
C 1.569 -3.597 -1.016
H 1.120 -3.174 -1.891
H 0.898 -3.521 -0.141
H 1.540 -4.492 -1.255
H 1.311 -1.161 -0.654
H 2.388 2.222 0.633
H -1.881 2.564 1.107
H -1.831 4.035 0.084
H -3.649 1.172 -2.596
H -5.748 -0.259 -2.189
H -6.039 -1.472 -0.244
H -6.381 -1.669 2.072
H -5.367 -2.786 1.416

Here is a single C2H3N3O molecule from OMol25. Energies are from ωB97M-V/def2-TZVPD.

Calculated values
Frontier orbital gap ... 0.379 Ha
HOMO ... -9.61 eV

Element x y z (Å)
H -1.269 0.618 2.245
N -0.444 0.953 1.834
C -0.090 0.209 0.733
N -0.251 -1.024 0.132
N 0.026 -0.818 -1.371
C 0.784 0.187 -1.400
O 0.923 0.898 -0.175
H -1.216 -1.482 0.235
H 1.537 0.460 -2.234

Here is a single C6H12N3P molecule from OMol25. Energies are from ωB97M-V/def2-TZVPD.

Calculated values
Frontier orbital gap ... 0.345 Ha
HOMO ... -8.88 eV

Element x y z (Å)
C -0.919 0.064 1.025
C 0.860 -1.189 -2.754
C 1.542 2.043 2.449
C -1.844 -0.336 -0.156
C 0.385 -0.352 -1.715
C -0.996 -0.978 -1.283
N -0.024 0.840 1.299
N -1.342 -0.698 3.174
N 0.474 1.108 2.472
P -0.334 0.226 3.816
H 0.329 -0.992 -3.722
H 0.592 -2.210 -2.452
H 1.932 -1.259 -2.948
H 1.063 2.997 2.426
H 2.280 2.033 3.287
H 2.123 1.987 1.517
H -2.372 0.554 -0.429
H -2.597 -1.037 0.040
H 1.010 -0.418 -0.781
H 0.224 0.760 -2.136
H -0.833 -2.133 -0.976
H -1.553 -1.008 -2.154

Here is a gas-phase ion, C4H11N2O (charge +1) from OMol25. Energies are from ωB97M-V/def2-TZVPD.

Calculated values
Frontier orbital gap ... 0.417 Ha
HOMO ... -14.65 eV
Net charge ... +1

Element x y z (Å)
H -1.659 2.112 0.141
N -1.060 1.281 0.178
C -1.679 0.179 0.088
O -3.038 -0.048 -0.128
C -0.957 -1.117 -0.119
C 0.494 -1.060 0.422
C 1.551 -0.284 -0.393
N 1.741 1.072 0.115
H -3.524 0.817 0.003
H -0.883 -1.240 -1.195
H -1.437 -1.959 0.354
H 0.411 -0.749 1.425
H 0.853 -2.099 0.438
H 2.515 -0.804 -0.297
H 1.272 -0.329 -1.499
H 0.868 1.424 0.262
H 2.403 1.177 0.925
H 2.128 1.626 -0.721

Here is 8 unconnected molecules or ions with the total composition BrH14O7 from OMol25. Energies are from ωB97M-V/def2-TZVPD.

Calculated values
Frontier orbital gap ... 0.341 Ha
HOMO ... -6.20 eV
Net charge ... -1

Element x y z (Å)
Br 0.156 0.025 -0.017
O -0.804 2.915 -1.664
H -0.522 2.231 -1.024
H -1.156 2.396 -2.393
O -2.665 -0.463 2.088
H -2.668 -1.356 2.445
H -1.729 -0.293 1.893
O -0.963 -3.444 -0.368
H -0.853 -2.478 -0.384
H -1.916 -3.573 -0.404
O 3.325 -1.578 -0.231
H 3.266 -2.184 -0.976
H 2.475 -1.103 -0.248
O -0.077 -1.689 -3.172
H 0.411 -1.198 -2.494
H -0.976 -1.362 -3.066
O 2.723 2.218 0.848
H 2.839 2.171 1.802
H 1.970 1.622 0.670
O -0.786 2.737 2.162
H -1.638 2.542 2.567
H -0.414 1.864 1.968

Here is a single C17H16ClN3O3S2 molecule from OMol25. Energies are from ωB97M-V/def2-TZVPD.

Calculated values
Frontier orbital gap ... 0.323 Ha
HOMO ... -8.85 eV

Element x y z (Å)
C 7.945 0.908 -0.524
C 6.497 0.809 -0.252
N 5.956 -0.037 0.534
C 4.602 0.094 0.604
C 3.746 -0.680 1.383
C 2.392 -0.419 1.341
C 1.901 0.600 0.535
S 0.138 0.881 0.440
O -0.494 0.185 1.528
O -0.122 2.272 0.249
N -0.332 0.125 -0.951
C -0.213 -1.310 -1.084
C -1.600 -1.971 -0.963
O -2.058 -2.683 -1.831
N -2.202 -1.679 0.197
C -3.590 -2.010 0.458
C -4.453 -0.788 0.278
C -4.724 -0.325 -1.004
C -5.468 0.824 -1.197
C -5.943 1.516 -0.094
Cl -6.880 2.950 -0.326
C -5.678 1.074 1.191
C -4.929 -0.076 1.370
C 2.717 1.390 -0.245
C 4.076 1.135 -0.205
S 5.368 1.929 -1.045
H 8.321 1.881 -0.208
H 8.137 0.807 -1.591
H 8.469 0.125 0.018
H 4.156 -1.462 2.000
H 1.693 -0.978 1.942
H -0.281 0.680 -1.785
H 0.226 -1.585 -2.045
H 0.428 -1.683 -0.280
H -1.757 -1.008 0.818
H -3.869 -2.788 -0.257
H -3.675 -2.399 1.476
H -4.347 -0.872 -1.855
H -5.682 1.182 -2.192
H -6.051 1.625 2.040
H -4.716 -0.420 2.371
H 2.294 2.184 -0.838

Here is a single C5H8ClF molecule from OMol25. Energies are from ωB97M-V/def2-TZVPD.

Calculated values
Frontier orbital gap ... 0.424 Ha
HOMO ... -10.58 eV

Element x y z (Å)
F -1.088 1.584 0.083
C -0.326 0.448 0.089
Cl -1.563 -0.973 -0.032
C 0.357 0.444 -1.164
C 1.764 -0.325 -0.951
C 1.949 -0.376 0.669
C 0.581 0.239 1.317
H 0.537 1.485 -1.490
H -0.272 0.225 -2.030
H 2.758 -0.061 -1.385
H 1.732 -1.469 -1.166
H 2.070 -1.411 1.170
H 2.967 0.229 0.931
H 0.021 -0.595 2.114
H 0.608 1.315 1.882

Here is 2 unconnected molecules or ions with the total composition C3H9NO from OMol25. Energies are from ωB97M-V/def2-TZVPD.

Calculated values
Frontier orbital gap ... 0.347 Ha
HOMO ... -8.95 eV

Element x y z (Å)
C -2.131 0.468 -1.794
O -0.932 0.265 -1.845
H -2.747 -0.035 -1.022
H -2.686 1.244 -2.294
C 1.137 0.972 0.836
C 1.109 -0.525 0.258
N 0.060 -1.262 1.053
H 1.373 0.934 1.908
H 1.876 1.578 0.462
H 0.238 1.489 0.773
H 0.674 -0.367 -0.800
H 2.014 -1.082 0.375
H -0.534 -1.722 0.496
H 0.549 -1.956 1.594

Here is a single C9H7Cl2FN2O molecule from OMol25. Energies are from ωB97M-V/def2-TZVPD.

Calculated values
Frontier orbital gap (spin up / spin down) ... 0.276 / 0.276 Ha
HOMO (spin up / spin down) ... -8.60 / -8.60 eV

Element x y z (Å)
C -3.065 1.144 -0.705
O -1.750 1.598 -0.437
C -0.726 0.747 -0.253
C 0.496 1.308 -0.040
C 1.701 0.540 0.072
C 1.568 -0.935 0.173
C 0.262 -1.492 -0.056
C -0.806 -0.703 -0.268
F -1.991 -1.306 -0.495
N 2.517 -1.711 0.532
C 3.824 -1.196 0.802
C 4.198 0.021 0.000
Cl 5.558 0.901 0.617
Cl 4.349 -0.296 -1.720
N 2.812 1.166 0.106
H -3.673 2.047 -0.770
H -3.449 0.509 0.096
H -3.116 0.613 -1.656
H 0.593 2.381 -0.037
H 0.159 -2.564 -0.050
H 4.537 -2.005 0.610
H 3.873 -0.941 1.870

Here is a molecular structure, C4H3NO3 from OMol25. Energies are from ωB97M-V/def2-TZVPD.

Calculated values
Frontier orbital gap ... 0.371 Ha
HOMO ... -9.55 eV

Element x y z (Å)
C -0.409 1.158 0.255
C 0.147 -0.865 0.659
C 0.454 -1.191 -1.248
C -0.056 -0.011 -0.355
H -0.787 2.863 0.791
H -0.199 -1.875 -1.728
H 1.384 -1.005 -1.772
N 0.038 -0.459 1.892
O -0.897 2.396 -0.054
O -0.371 0.906 1.578
O 0.697 -1.916 -0.020

Ordered strongest force on any atom results: 20.0; 1.5; 0.5; 1.6; 1.2; 3.5; 15.8; 7.1; 4.8; 5.7; 0.4; 1.1; 5.3; 4.5; 4.1; 3.6; unit eV Å⁻¹.